1.
Here is C19H52BO13P3Tl as an isolated structure at a distorted geometry from the Open Molecules 2025 dataset. Energies are from ωB97M-V/def2-TZVPD.

Geometry as XYZ:
```
89
Properties=species:S:1:pos:R:3
Tl 0.18 -0.48 -0.88
C 3.12 -3.32 -0.14
O 2.24 -2.62 -0.98
H 2.65 -4.15 0.38
H 3.89 -3.74 -0.79
H 3.46 -2.60 0.60
B -1.33 0.75 -3.24
H -0.84 1.68 -3.01
H -1.91 0.43 -2.39
H -1.98 0.90 -4.08
H -0.68 -0.09 -3.44
C -0.48 -0.48 6.04
C 0.60 -0.13 4.93
O 0.24 1.03 4.25
P -0.81 1.05 3.05
O -0.55 0.27 1.80
O -2.20 0.61 3.78
C -3.34 0.32 2.92
C -3.62 -1.16 3.17
O -1.11 2.60 2.79
C -1.37 3.50 3.85
C -1.29 4.87 3.22
H -0.52 0.35 6.75
H -1.47 -0.65 5.62
H -0.20 -1.34 6.64
H 1.51 0.01 5.50
H 0.85 -0.99 4.30
H -4.30 0.75 3.20
H -3.21 0.53 1.86
H -3.76 -1.42 4.22
H -4.44 -1.57 2.57
H -2.76 -1.71 2.78
H -2.37 3.35 4.26
H -0.64 3.48 4.65
H -2.11 5.23 2.60
H -1.32 5.59 4.03
H -0.30 4.91 2.77
C 4.80 4.93 -2.38
C 3.33 5.05 -1.88
O 2.94 3.72 -1.42
P 1.46 3.52 -0.79
O 1.03 2.14 -0.46
O 1.64 4.51 0.48
C 2.27 4.09 1.65
C 2.75 5.23 2.48
O 0.54 4.36 -1.80
C -0.38 5.30 -1.35
C -0.13 6.60 -2.03
H 4.97 4.09 -3.06
H 5.13 5.84 -2.89
H 5.47 4.67 -1.56
H 3.26 5.76 -1.06
H 2.60 5.44 -2.59
H 1.76 3.33 2.24
H 3.26 3.68 1.43
H 3.43 4.94 3.28
H 3.19 5.99 1.84
H 1.98 5.75 3.04
H -1.39 5.01 -1.65
H -0.38 5.43 -0.26
H 0.85 6.99 -1.76
H -0.21 6.44 -3.10
H -0.87 7.33 -1.71
C 1.67 -4.76 -5.30
C 1.09 -4.24 -3.96
O -0.29 -4.57 -3.93
P -1.03 -4.43 -2.45
O -0.89 -3.08 -1.89
O -0.28 -5.56 -1.58
C -0.56 -5.79 -0.23
C -0.36 -7.25 0.02
O -2.54 -5.01 -2.61
C -2.80 -6.24 -3.19
C -4.35 -6.44 -3.28
H 1.32 -4.09 -6.09
H 2.75 -4.85 -5.20
H 1.18 -5.73 -5.42
H 1.60 -4.66 -3.09
H 1.24 -3.17 -3.83
H 0.18 -5.27 0.36
H -1.58 -5.50 0.02
H -0.29 -7.40 1.10
H -1.06 -7.88 -0.52
H 0.67 -7.45 -0.28
H -2.35 -6.07 -4.17
H -2.19 -6.97 -2.66
H -4.65 -7.42 -3.64
H -4.86 -6.29 -2.33
H -4.71 -5.81 -4.09
```

Its total charge is +1. For the total energy, the calculation gives -2954.3632 a.u. For the highest occupied orbital energy, the calculation gives -12.3 eV.

These are the Mulliken partial charges, in e, on atoms 1 to 8: 1.10 -0.54 -0.18 0.20 0.30 0.30 0.86 -0.42


2.
Here is B4CaF16 as an isolated structure at a distorted geometry from the Open Molecules 2025 dataset. Energies are from ωB97M-V/def2-TZVPD.

Geometry as XYZ:
```
21
Properties=species:S:1:pos:R:3
Ca -19.80 -12.28 -9.41
B -21.30 -13.42 -11.37
F -22.25 -13.80 -12.31
F -19.96 -13.49 -11.76
F -21.50 -12.06 -10.97
F -21.41 -14.18 -10.18
B -20.87 -10.25 -8.30
F -20.22 -9.96 -9.50
F -19.92 -10.70 -7.36
F -21.56 -9.13 -7.84
F -21.77 -11.35 -8.43
B -19.12 -14.34 -7.95
F -20.48 -13.99 -7.78
F -18.90 -14.57 -9.33
F -18.40 -13.16 -7.71
F -18.77 -15.40 -7.15
B -17.23 -11.30 -10.56
F -17.71 -11.16 -9.23
F -16.43 -10.23 -10.94
F -16.52 -12.50 -10.64
F -18.40 -11.39 -11.36
```

Its total charge is -2. For the total energy, the calculation gives -2376.1270 a.u. For the highest occupied orbital energy, the calculation gives -6.3 eV.

These are the natural (NBO) partial charges, in e, on atoms 1 to 8: 1.83 1.31 -0.56 -0.56 -0.59 -0.57 1.29 -0.55


3.
Here is C27H41As3BrClN2Re as an isolated structure at a distorted geometry from the Open Molecules 2025 dataset. Energies are from ωB97M-V/def2-TZVPD.

Geometry as XYZ:
```
76
Properties=species:S:1:pos:R:3
Re 1.29 0.62 -1.09
C 3.54 0.67 -1.73
C 3.40 0.97 -0.35
C 2.69 2.13 0.06
C 1.97 2.86 -0.87
C 1.98 2.47 -2.25
C 2.84 1.44 -2.67
H 4.13 -0.17 -2.04
H 3.91 0.36 0.38
H 2.68 2.42 1.11
H 1.39 3.73 -0.56
H 1.41 3.03 -2.98
H 2.91 1.21 -3.73
C 2.18 -0.62 2.37
As 0.66 -0.21 1.26
C -0.41 -1.82 1.45
C -0.20 1.17 2.35
C -1.56 1.83 2.03
C -1.71 2.95 3.09
C -1.57 2.53 0.66
As -1.07 1.65 -1.03
C -1.29 3.14 -2.24
C -2.60 0.57 -1.54
C -2.72 0.81 2.20
As -4.41 1.48 2.95
C -5.43 2.61 1.77
C -5.47 0.00 3.58
H 1.82 -1.00 3.33
H 2.77 0.28 2.56
H 2.78 -1.37 1.88
H -0.48 -2.04 2.52
H 0.09 -2.64 0.95
H -1.42 -1.70 1.05
H 0.56 1.96 2.40
H -0.24 0.74 3.36
H -0.85 3.63 3.07
H -1.78 2.54 4.10
H -2.60 3.56 2.90
H -0.89 3.39 0.71
H -2.56 2.94 0.46
H -2.31 3.51 -2.16
H -1.11 2.81 -3.26
H -0.61 3.96 -1.99
H -3.47 1.23 -1.53
H -2.78 -0.28 -0.89
H -2.46 0.21 -2.56
H -2.44 0.04 2.92
H -2.99 0.31 1.27
H -4.86 3.49 1.50
H -6.33 2.91 2.30
H -5.71 2.03 0.89
H -4.89 -0.59 4.28
H -5.76 -0.60 2.71
H -6.36 0.40 4.06
Cl -2.33 -3.66 -2.12
C -0.90 -2.87 -2.62
C -0.18 -3.29 -3.73
C 0.98 -2.60 -4.05
C 1.37 -1.52 -3.29
N 0.66 -1.09 -2.22
C -0.45 -1.77 -1.91
H -0.51 -4.14 -4.32
H 1.59 -2.89 -4.90
H 2.28 -0.99 -3.52
H -1.00 -1.44 -1.04
Br 7.06 -3.61 0.12
C 5.25 -3.62 -0.24
C 4.56 -4.82 -0.45
C 3.21 -4.74 -0.72
C 2.60 -3.49 -0.76
N 3.25 -2.33 -0.56
C 4.55 -2.40 -0.30
H 5.08 -5.77 -0.41
H 2.63 -5.64 -0.89
H 1.54 -3.41 -0.98
H 5.09 -1.48 -0.13
```

As for the expectation value of S²: 3.77. Its total charge is +4. For the total energy, the calculation gives -10981.2357 a.u. For the highest occupied orbital energy (alpha / beta), the calculation gives -17.7 / -17.7 eV. As for the spin multiplicity: 4.

These are the Mulliken partial charges, in e, on atoms 1 to 8: 1.31 -0.32 -0.42 -0.56 -0.64 -0.42 -0.74 0.63


4.
Here is C2HAgFO as an isolated structure at a distorted geometry from the Open Molecules 2025 dataset. Energies are from ωB97M-V/def2-TZVPD.

Geometry as XYZ:
```
6
Properties=species:S:1:pos:R:3
H -0.39 -1.12 1.03
C 0.13 0.06 0.43
C -1.13 -0.39 0.06
O 1.13 0.53 -0.05
F -2.14 0.39 0.30
Ag 2.40 0.53 -1.77
```

As for the expectation value of S²: 2.01. Its total charge is +1. For the total energy, the calculation gives -398.2977 a.u. For the highest occupied orbital energy (alpha / beta), the calculation gives -12.2 / -15.8 eV. As for the spin multiplicity: 3.

Which charges does natural (NBO) predict for the atoms? In e, they are: 0.19 0.29 0.45 -0.63 -0.22 0.92


5.
Here is a 11-piece molecular cluster, C23H68N6O11 overall at a distorted geometry from the Open Molecules 2025 dataset. Energies are from ωB97M-V/def2-TZVPD.

Geometry as XYZ:
```
108
Properties=species:S:1:pos:R:3
N -1.99 3.10 1.15
C -0.97 3.51 0.45
N 0.15 2.96 0.84
O -1.03 4.43 -0.52
H -2.92 3.46 0.88
H -2.00 2.36 1.79
H 0.94 3.20 0.17
H 0.23 2.13 1.43
N -2.46 0.55 3.01
C -1.43 -0.07 2.62
N -1.50 -1.32 2.65
O -0.29 0.58 2.30
H -2.23 1.49 3.51
H -3.26 0.02 3.34
H -0.68 -1.95 2.44
H -2.48 -1.78 2.64
N 1.93 4.48 -0.61
C 2.64 3.47 -1.07
N 2.35 3.16 -2.26
O 3.48 2.77 -0.26
H 2.18 4.83 0.28
H 1.19 4.95 -1.18
H 2.87 2.37 -2.59
H 1.85 3.84 -2.87
C 1.21 0.35 -0.95
C 2.19 -0.78 -0.74
C 2.15 -1.12 0.76
O 2.08 -1.83 -1.41
H 0.17 0.16 -0.74
H 1.18 0.75 -1.94
H 1.51 1.11 -0.23
H 3.20 -0.51 -0.99
H 2.93 -1.78 1.16
H 1.19 -1.49 1.08
H 2.29 -0.22 1.34
H 1.25 -2.15 -1.29
C -3.45 2.89 -2.53
C -2.53 2.15 -3.42
C -1.17 2.03 -2.73
O -2.92 0.99 -3.61
H -4.49 2.86 -2.88
H -3.13 3.92 -2.23
H -3.61 2.35 -1.55
H -2.33 2.67 -4.33
H -0.72 3.02 -2.54
H -0.32 1.49 -3.26
H -1.28 1.61 -1.74
H -3.47 0.94 -4.42
C 3.51 3.65 2.66
C 2.53 2.58 3.18
C 2.98 2.08 4.54
O 1.34 2.91 3.27
H 3.73 4.46 3.37
H 3.13 4.00 1.70
H 4.51 3.17 2.53
H 2.56 1.78 2.40
H 3.13 2.93 5.20
H 3.93 1.55 4.53
H 2.30 1.43 5.13
H 1.08 3.22 2.41
C -1.90 -1.56 -1.96
C -1.41 -2.26 -0.66
C -2.47 -3.12 0.04
O -0.38 -2.93 -0.73
H -2.87 -1.20 -1.92
H -1.81 -2.17 -2.82
H -1.23 -0.76 -2.12
H -1.14 -1.44 0.02
H -2.33 -3.10 1.11
H -2.54 -4.17 -0.29
H -3.47 -2.70 -0.11
H -0.16 -3.29 0.16
C 0.73 -2.23 -5.52
C 0.21 -0.98 -4.81
C 1.13 0.19 -5.21
O -1.00 -0.78 -5.06
H 0.63 -2.16 -6.59
H 0.04 -3.05 -5.25
H 1.78 -2.42 -5.29
H 0.36 -1.03 -3.71
H 0.95 0.37 -6.24
H 2.16 -0.13 -5.00
H 1.01 1.13 -4.80
H -1.41 -0.12 -4.47
C 1.62 -4.99 1.17
C 0.13 -4.89 1.57
C -0.16 -6.02 2.60
O -0.23 -3.81 2.08
H 1.89 -4.24 0.42
H 1.79 -5.92 0.62
H 2.37 -4.85 2.01
H -0.52 -5.18 0.77
H -1.21 -5.95 2.87
H 0.46 -5.99 3.48
H -0.08 -6.99 2.12
H -0.65 -4.04 2.88
C -3.57 0.42 0.13
O -4.30 1.05 1.17
H -2.59 0.87 -0.06
H -4.13 0.35 -0.79
H -3.35 -0.62 0.43
H -3.63 1.06 1.86
C 1.55 -1.23 4.13
O 0.52 -0.90 5.09
H 2.43 -1.49 4.74
H 1.79 -0.41 3.49
H 1.39 -2.18 3.59
H 0.35 0.09 5.01
```

For the total energy, the calculation gives -2073.0140 a.u. For the highest occupied orbital energy, the calculation gives -9.0 eV.

These are the Mulliken partial charges, in e, on atoms 1 to 8: -0.13 0.30 0.30 -0.79 0.31 -0.10 -0.37 0.56


6.
Here is an isolated ion of composition C4H11N2O and charge +1 at a distorted geometry from the Open Molecules 2025 dataset. Energies are from ωB97M-V/def2-TZVPD.

Geometry as XYZ:
```
18
Properties=species:S:1:pos:R:3
C -0.62 -2.32 0.12
N -0.41 -1.00 1.02
C -0.61 0.33 0.32
C -0.43 1.45 1.53
C 0.54 0.51 -0.76
N 0.34 1.46 -1.76
O 1.48 -0.29 -0.72
H 0.30 -2.67 -0.40
H -0.87 -3.27 0.65
H -1.41 -2.14 -0.68
H 0.66 -1.04 1.21
H -1.08 -1.23 1.76
H -1.53 0.37 -0.24
H -1.20 2.14 1.37
H -0.50 1.22 2.59
H 0.48 2.02 1.42
H 1.07 1.86 -2.19
H -0.53 2.02 -1.82
```

Its total charge is +1. For the total energy, the calculation gives -343.4843 a.u. For the highest occupied orbital energy, the calculation gives -14.6 eV.

These are the natural (NBO) partial charges, in e, on atoms 1 to 8: -0.46 -0.55 -0.13 -0.64 0.67 -0.79 -0.59 0.26